1.
{
  "formula": "C12H17N",
  "method": "wB97M-V/def2-TZVPD",
  "charge": 1,
  "orbital_gap_ev": [9.419, 6.099],
  "multiplicity": 2,
  "s2": 0.779,
  "symbols": ["C", "C", "C", "C", "C", "C", "C", "C", "C", "N", "H", "H", "H", "H", "H", "H", "H", "H", "H", "C", "C", "C", "H", "H", "H", "H", "H", "H", "H", "H"],
  "xyz": [[2.402, -2.556, -2.065], [2.333, 0.070, -1.989], [2.028, -1.199, -1.539], [1.148, 0.304, -0.091], [1.264, -1.108, -0.355], [0.731, 0.758, 1.153], [0.641, -2.057, 0.508], [0.343, -0.210, 2.042], [0.283, -1.633, 1.737], [1.726, 0.989, -1.115], [2.654, 0.611, -2.867], [1.919, 1.975, -1.068], [2.848, -3.141, -1.256], [3.268, -2.530, -2.733], [0.731, 1.801, 1.438], [0.498, -3.075, 0.172], [0.276, 0.147, 3.066], [-0.080, -2.248, 2.546], [1.558, -3.059, -2.519], [-3.891, 1.607, 0.205], [-2.698, 2.504, -0.165], [-4.211, 1.515, 1.688], [-4.777, 1.889, -0.364], [-3.567, 0.611, -0.112], [-2.463, 2.245, -1.200], [-1.825, 2.087, 0.344], [-3.491, 0.879, 2.212], [-4.095, 2.504, 2.142], [-2.785, 3.583, -0.106], [-5.177, 1.106, 1.977]],
  "atomic_forces_ev_per_a": [[1.4, 0.5, -0.1], [-1.9, 3.9, 1.1], [-0.7, -3.0, 1.0], [0.0, -0.7, 1.4], [0.0, 1.7, -1.3], [0.0, 0.3, -1.3], [0.5, -0.4, -0.3], [0.8, -1.1, 0.8], [-0.5, 1.8, 0.9], [1.2, -1.1, -1.0], [0.8, -1.0, -0.4], [0.0, 0.1, -0.3], [-0.7, -0.1, 0.2], [-0.5, 0.3, -0.5], [0.1, 0.0, -0.1], [0.2, -0.1, 0.2], [-0.6, -0.4, 0.0], [-0.1, -0.4, -0.3], [0.0, -0.2, -0.1], [0.1, -0.2, 0.0], [0.2, -1.3, -0.6], [0.6, 0.5, 0.7], [0.0, 0.0, 0.0], [-0.4, 0.0, -0.3], [-0.1, 0.4, -0.3], [0.1, 0.6, 0.5], [0.2, 0.0, -0.1], [-0.3, 0.0, 0.1], [-0.1, 0.0, 0.4], [-0.2, 0.1, -0.4]]
}

---

2.
{
  "formula": "C12H17N",
  "method": "wB97M-V/def2-TZVPD",
  "charge": 1,
  "orbital_gap_ev": [9.263, 6.682],
  "multiplicity": 2,
  "s2": 0.774,
  "symbols": ["C", "C", "C", "C", "C", "C", "C", "C", "C", "N", "H", "H", "H", "H", "H", "H", "H", "H", "H", "C", "C", "C", "H", "H", "H", "H", "H", "H", "H", "H"],
  "xyz": [[2.194, -1.115, 0.650], [1.103, -1.150, -0.357], [0.999, -0.335, -1.508], [-0.082, -1.902, -0.288], [-0.954, -1.346, -1.251], [-0.525, -2.968, 0.524], [-2.238, -1.782, -1.429], [-1.819, -3.398, 0.392], [-2.642, -2.822, -0.582], [-0.206, -0.465, -2.074], [3.153, -0.798, 0.251], [2.327, -2.108, 1.085], [1.768, 0.319, -1.896], [-0.670, 0.374, -2.412], [0.190, -3.405, 1.209], [-2.952, -1.340, -2.108], [-2.206, -4.234, 0.954], [-3.678, -3.140, -0.613], [1.799, -0.531, 1.491], [0.862, 2.496, 0.555], [0.048, 2.536, 1.868], [0.447, 3.644, -0.357], [1.917, 2.530, 0.830], [0.690, 1.484, 0.163], [-0.894, 1.988, 1.755], [-0.617, 3.555, -0.568], [0.677, 4.579, 0.147], [-0.237, 3.558, 2.121], [0.555, 2.155, 2.754], [0.991, 3.623, -1.306]],
  "atomic_forces_ev_per_a": [[-0.5, -0.8, 0.0], [0.7, -0.7, 0.2], [0.3, 0.2, 0.0], [-0.6, 0.4, -0.1], [0.0, -0.7, -0.8], [0.6, 0.4, 0.2], [-0.1, -0.1, 0.5], [0.0, -0.3, -0.6], [-0.6, 0.3, 0.5], [-0.4, 0.8, 1.0], [-0.1, 0.4, 0.2], [0.1, -0.1, -0.1], [-0.2, 0.1, 0.0], [0.2, -0.3, -0.7], [-0.2, -0.1, 0.2], [0.2, 0.0, -0.2], [0.1, 0.0, 0.2], [0.1, -0.1, -0.2], [0.5, 0.4, -0.1], [-0.2, -0.3, 1.3], [-0.4, 0.2, 0.0], [0.4, -0.8, -0.3], [0.1, 0.2, -0.3], [0.1, 0.3, -0.5], [0.1, 0.0, 0.0], [-0.1, 0.3, 0.0], [-0.2, 0.1, -0.1], [0.1, 0.1, -0.1], [0.2, -0.2, -0.2], [-0.1, 0.1, 0.1]]
}

---

3.
{
  "formula": "C12H17N2O",
  "method": "wB97M-V/def2-TZVPD",
  "charge": 1,
  "orbital_gap_ev": [6.040, 6.945],
  "symbols": ["C", "C", "C", "C", "C", "C", "C", "C", "C", "C", "C", "C", "N", "N", "O", "H", "H", "H", "H", "H", "H", "H", "H", "H", "H", "H", "H", "H", "H", "H", "H", "H"],
  "xyz": [[2.643, -1.525, -0.742], [1.733, -2.629, -0.639], [2.143, -0.250, -0.608], [0.469, -2.378, -0.279], [0.797, 0.063, -0.212], [-0.079, -1.040, 0.015], [-0.578, 2.166, -0.771], [-1.562, 1.360, -1.584], [-2.176, 0.134, 0.567], [0.547, 1.440, -0.106], [-1.677, -1.962, 1.591], [2.423, 1.779, 1.426], [-1.343, -0.949, 0.542], [-2.602, 0.734, -0.740], [1.376, 2.225, 0.556], [3.715, -1.520, -1.152], [1.963, -3.648, -0.789], [2.716, 0.582, -1.046], [-0.242, -3.213, -0.262], [-0.111, 2.921, -1.436], [-1.051, 2.795, -0.151], [-1.959, 1.961, -2.329], [-0.893, 0.514, -2.110], [-3.044, 0.009, 1.371], [-1.781, -1.222, 2.477], [-2.573, -2.520, 1.390], [-0.924, -2.567, 2.101], [2.307, 2.514, 2.274], [3.367, 2.183, 0.883], [2.618, 0.657, 1.536], [-3.204, 1.366, -0.321], [-3.017, 0.024, -1.450]],
  "atomic_forces_ev_per_a": [[1.2, 1.1, -1.2], [0.8, 1.4, 0.5], [0.3, -0.6, -0.5], [-2.3, 0.9, 0.6], [0.4, -0.5, -0.5], [0.4, -0.7, -0.6], [1.9, -0.6, -2.3], [4.0, -2.2, 0.5], [-0.3, 0.6, 1.7], [-1.1, -0.5, 1.2], [-0.1, 2.6, 2.5], [2.7, 1.5, -0.7], [1.1, -2.5, -0.1], [1.3, -4.1, -1.3], [-1.0, -0.2, -1.0], [-1.8, -0.8, 0.7], [0.7, -0.8, -0.4], [0.0, -0.4, 0.7], [0.3, 0.4, 0.2], [0.1, -0.6, -0.3], [-1.8, 2.1, 2.8], [-1.2, 0.9, -1.3], [-2.0, 1.6, 1.1], [1.8, 0.6, -2.4], [-0.8, -1.4, -1.0], [-0.4, -0.1, -0.1], [0.6, -0.1, -1.4], [0.2, -1.7, -0.3], [-1.3, -0.9, 1.0], [-1.0, 1.8, 0.3], [-2.2, 2.0, -0.2], [-0.3, 1.3, 1.7]]
}

---

4.
{
  "formula": "C12H17N3O",
  "method": "wB97M-V/def2-TZVPD",
  "charge": 0,
  "orbital_gap_ev": 8.915,
  "smiles": "CC(C)NC[C@H](O)c1ccc(N)c(C#N)c1",
  "symbols": ["C", "H", "H", "C", "N", "H", "C", "H", "C", "C", "C", "C", "C", "N", "C", "C", "C", "H", "H", "N", "H", "H", "H", "O", "H", "H", "H", "C", "H", "H", "H", "H", "H"],
  "xyz": [[1.205, -4.262, -0.817], [0.376, -4.835, -0.407], [2.003, -4.952, -1.080], [1.702, -3.233, 0.195], [0.623, -2.298, 0.475], [-0.249, -2.810, 0.573], [0.798, -1.509, 1.674], [1.648, -0.835, 1.543], [-0.460, -0.663, 1.925], [-0.698, 0.260, 0.754], [-0.112, 1.511, 0.724], [-0.292, 2.354, -0.372], [0.325, 3.620, -0.393], [0.828, 4.652, -0.439], [-1.078, 1.947, -1.469], [-1.658, 0.678, -1.420], [-1.469, -0.146, -0.332], [-1.920, -1.126, -0.318], [-2.260, 0.347, -2.254], [-1.313, 2.794, -2.515], [-1.680, 2.405, -3.366], [-0.736, 3.613, -2.601], [0.498, 1.851, 1.550], [-1.533, -1.556, 2.150], [-2.346, -1.047, 2.230], [-0.287, -0.059, 2.832], [0.981, -2.133, 2.568], [2.904, -2.476, -0.371], [2.587, -1.883, -1.225], [3.332, -1.810, 0.373], [3.673, -3.175, -0.687], [2.022, -3.764, 1.115], [0.867, -3.754, -1.716]],
  "atomic_forces_ev_per_a": [[0.1, 0.2, 0.3], [-0.1, -0.1, 0.0], [0.0, -0.1, 0.0], [0.2, -0.1, -0.2], [-0.3, -0.2, 0.1], [0.1, 0.0, 0.0], [-0.3, 0.0, 0.3], [-0.1, 0.0, 0.1], [0.7, 0.3, 0.1], [-0.1, 0.1, 0.2], [-0.2, -0.3, -0.1], [-0.4, -0.8, -0.1], [0.3, 0.5, 0.0], [0.1, 0.3, -0.1], [0.1, 0.0, 0.3], [0.0, 0.0, 0.0], [0.1, 0.2, -0.1], [-0.1, -0.1, 0.0], [-0.1, 0.0, -0.1], [0.0, 0.2, -0.2], [0.1, 0.1, 0.0], [0.0, 0.0, -0.1], [0.0, 0.0, 0.1], [-0.1, -0.2, 0.0], [0.0, 0.0, 0.0], [0.0, -0.1, -0.2], [0.0, 0.1, -0.1], [-0.2, -0.2, 0.2], [0.0, 0.1, -0.1], [0.1, 0.1, 0.0], [0.1, 0.0, 0.0], [-0.1, 0.1, -0.1], [0.0, 0.1, -0.1]]
}

---

5.
{
  "formula": "C12H17NO",
  "method": "wB97M-V/def2-TZVPD",
  "charge": 0,
  "orbital_gap_ev": 7.730,
  "smiles": "CCC[C@@H](C)/C(C#N)=C/C=C\\C=C\\O",
  "symbols": ["C", "C", "C", "C", "C", "C", "C", "C", "C", "C", "C", "C", "N", "O", "H", "H", "H", "H", "H", "H", "H", "H", "H", "H", "H", "H", "H", "H", "H", "H", "H"],
  "xyz": [[0.996, 1.358, 0.348], [1.402, 0.063, 3.057], [0.978, -0.912, 2.207], [0.790, 1.373, 3.122], [0.053, -0.719, 1.093], [-0.484, 1.766, 2.794], [0.045, 0.316, 0.227], [0.775, -2.474, -3.236], [-2.210, 0.734, -0.903], [0.845, -1.225, -2.428], [-0.536, -0.801, -1.968], [-0.673, 0.487, -1.125], [1.771, 2.190, 0.307], [-0.995, 2.962, 3.232], [2.118, -0.064, 3.884], [1.362, -1.915, 2.411], [1.429, 2.212, 3.432], [-0.465, -1.578, 0.851], [-1.301, 1.201, 2.437], [-0.015, -3.113, -2.684], [0.343, -2.256, -4.224], [1.773, -2.887, -3.358], [-2.476, 0.279, -0.047], [-2.637, 1.706, -0.998], [-2.744, 0.315, -1.758], [1.385, -1.247, -1.478], [1.287, -0.412, -3.023], [-1.366, -0.590, -2.837], [-0.995, -1.644, -1.331], [-0.159, 1.407, -1.637], [-0.294, 3.469, 3.632]],
  "atomic_forces_ev_per_a": [[-0.5, -0.8, 0.3], [-1.0, -0.4, -0.5], [1.0, 0.7, 1.4], [-1.5, 1.7, -0.6], [1.5, 1.3, -0.3], [1.7, 0.4, 2.7], [0.4, -0.3, -0.6], [-1.4, -0.8, 0.6], [1.4, 0.6, -3.7], [-0.6, 2.0, 0.3], [-3.2, 0.3, -0.9], [-0.1, 0.9, -0.2], [1.2, 1.4, -0.1], [-0.1, -0.4, -1.0], [-0.2, -0.6, -0.7], [-0.2, 0.1, -0.4], [-0.2, -0.4, 0.2], [-1.5, -1.6, -0.6], [-0.3, -0.8, -0.5], [1.7, 0.2, -1.1], [0.2, -0.1, 0.3], [-0.3, -0.6, 0.0], [-1.3, -1.5, 2.9], [0.5, 1.3, 0.7], [0.0, -0.7, 0.2], [0.6, -0.6, -0.3], [0.0, -0.1, 0.2], [2.3, -1.0, 1.5], [0.5, 1.0, -1.0], [-1.1, -1.8, 0.7], [0.5, 0.4, 0.3]]
}

---

6.
{
  "formula": "C12H17NO3Si",
  "method": "wB97M-V/def2-TZVPD",
  "charge": 0,
  "orbital_gap_ev": 9.273,
  "smiles": "c1ccc([Si]23OCCN(CCO2)CCO3)cc1",
  "symbols": ["O", "O", "O", "C", "C", "C", "C", "C", "C", "N", "C", "C", "C", "C", "C", "C", "Si", "H", "H", "H", "H", "H", "H", "H", "H", "H", "H", "H", "H", "H", "H", "H", "H", "H"],
  "xyz": [[-0.253, -0.775, 1.083], [-0.316, -0.030, -1.539], [0.005, 1.785, 0.396], [4.665, -1.227, -0.277], [4.047, -0.970, -1.459], [3.965, -1.236, 0.935], [2.697, -0.593, -1.440], [2.708, -0.646, 0.965], [2.096, -0.276, -0.211], [-2.674, 0.468, -0.034], [-1.566, -1.258, 1.444], [-1.193, 0.899, -2.052], [-0.942, 1.803, 1.471], [-2.598, -0.910, 0.368], [-2.573, 0.688, -1.530], [-2.413, 1.558, 1.038], [0.293, 0.200, -0.093], [5.736, -1.439, -0.168], [4.452, -1.216, -2.435], [4.448, -1.605, 1.849], [2.203, -0.571, -2.389], [2.172, -0.626, 1.922], [-1.549, -2.362, 1.665], [-1.771, -0.857, 2.440], [-1.248, 0.863, -3.148], [-0.860, 1.865, -1.711], [-0.571, 1.204, 2.341], [-0.910, 2.820, 1.810], [-2.291, -1.500, -0.501], [-3.678, -1.211, 0.524], [-3.053, -0.104, -2.099], [-3.275, 1.421, -1.844], [-2.919, 2.484, 0.704], [-2.834, 1.354, 1.977]],
  "atomic_forces_ev_per_a": [[-1.2, -1.3, 0.4], [0.1, -1.2, -1.5], [-0.1, -1.5, 0.2], [1.5, -0.7, 1.9], [-1.5, -0.2, -1.0], [0.3, 0.9, 0.0], [1.1, 0.3, 0.9], [0.6, -1.0, 1.0], [-1.5, -0.1, -1.0], [1.1, 1.7, 0.1], [0.3, -0.2, 0.6], [-0.8, 1.2, -0.7], [0.4, 0.8, -0.3], [-1.1, -0.8, -0.3], [-0.8, -0.5, 1.8], [0.7, -0.6, -2.7], [1.5, 0.6, 1.4], [-0.4, -0.3, -0.6], [0.5, 0.3, 0.2], [-0.2, 0.3, -0.4], [-0.6, 0.4, -0.2], [0.1, 0.3, -0.4], [0.2, 0.9, -0.8], [-0.3, 0.4, -0.1], [0.4, 0.0, 0.2], [0.1, 0.7, -0.4], [-0.6, 0.1, -0.9], [-0.1, 0.7, 0.4], [0.0, 0.1, 0.0], [1.2, -0.4, 0.8], [0.2, -1.1, 0.7], [-0.2, 1.7, 0.0], [0.6, -0.4, -0.2], [-1.4, -1.0, 1.0]]
}